[1]
This record from OMol25 describes C12H44B3F12O12Zn2 as an isolated structure in a non-equilibrium geometry. The level of theory is ωB97M-V/def2-TZVPD.

The geometry in XYZ format:
```
85
Properties=species:S:1:pos:R:3:forces:R:3:mulliken_charge:R:1
Zn -3.1471 -6.2190 18.6912 1.12 0.33 0.26 3.3388
Zn 0.0729 -4.9091 19.8716 -0.32 -0.53 0.20 0.4669
O -1.8109 -4.8086 19.0735 -0.16 0.50 -0.52 -1.3541
C -1.8941 -3.3866 18.6248 0.21 -1.95 1.25 -0.2866
C -1.4156 -2.5762 19.8332 0.26 -1.03 -0.68 -0.1684
O -0.1379 -3.0367 20.2427 -0.39 1.03 0.00 0.0374
H -2.9367 -3.2093 18.4112 -0.28 0.43 -0.34 0.4387
H -1.2394 -3.3023 17.7580 -0.02 0.30 -0.14 -0.1310
H -2.1526 -2.7625 20.5872 -0.54 -0.14 0.82 0.1051
H -1.4323 -1.5106 19.6563 0.19 0.57 -0.33 0.3944
B -2.3655 -9.0649 20.1972 0.50 1.28 1.66 0.0339
F -2.5319 -9.4958 18.9684 -0.44 -1.43 -2.45 -0.2691
F -3.3317 -9.3420 21.0982 -0.43 -1.22 0.72 -0.2969
F -1.0473 -9.3009 20.6469 -0.40 0.32 0.13 -0.4410
F -2.5467 -7.5844 20.0940 0.49 1.29 -0.44 -0.8030
B 2.3174 -6.6260 18.1644 -0.42 2.37 -1.67 0.0698
F 1.8581 -7.6539 17.3704 0.41 -0.22 0.16 -0.3685
F 2.7170 -6.9056 19.4093 0.10 -1.04 1.51 -0.3756
F 3.3077 -5.8194 17.5705 -0.75 -0.62 -0.10 -0.3336
F 1.0527 -5.7041 18.2810 0.73 -0.60 -0.01 -0.3762
B -5.5935 -5.1436 18.4091 0.28 -0.81 1.39 0.5650
F -4.5297 -5.1571 17.5033 0.98 0.25 -1.19 -0.3970
F -5.1480 -6.2712 19.3242 0.27 0.18 -0.34 -0.5819
F -5.6207 -4.0195 19.1250 0.32 1.41 0.89 -0.3341
F -6.7562 -5.4199 17.8576 -1.62 -0.81 -1.05 -0.2803
C -1.8662 -1.4394 15.4098 0.42 2.15 0.02 -0.4223
O -2.6611 -2.3753 14.7170 0.16 -0.10 0.01 -0.4996
H -2.0116 -1.3906 16.5178 -0.16 -0.31 -0.88 0.1126
H -0.7619 -1.4937 15.2285 -0.85 -0.43 -0.01 0.2814
H -2.2019 -0.4549 14.9813 0.45 -0.67 0.62 0.2753
H -2.7182 -3.1702 15.2395 -0.09 -0.55 0.13 0.2835
C -0.2153 -8.7717 14.8844 -1.96 -0.16 0.80 -0.6331
O -0.2570 -7.5464 15.6266 0.76 -0.09 0.00 -0.4915
H -1.2445 -9.1955 15.0938 1.19 -0.01 -0.61 0.2058
H -0.1006 -8.6209 13.8239 -0.05 0.40 -0.45 0.2647
H 0.5215 -9.5104 15.1672 0.33 0.11 0.62 0.2947
H 0.6014 -7.3166 16.0431 -0.49 -0.43 -0.21 0.3789
C -3.4915 -0.7112 23.0551 0.51 0.24 -1.48 -0.4018
O -2.7551 -1.4673 24.0001 -0.15 0.27 -0.55 -0.5406
H -3.3938 -1.0854 21.9894 -0.14 -0.06 1.10 0.0478
H -4.5534 -0.6434 23.2760 0.02 -0.36 0.38 0.3180
H -3.1194 0.3185 22.9827 -0.01 0.10 0.25 0.2289
H -1.8490 -1.4794 23.6375 -0.09 -0.23 0.22 0.3971
C 0.9413 0.1692 18.6739 -0.42 0.64 -0.56 -0.5349
O 1.1660 -1.1961 18.4336 0.47 0.50 -1.17 -0.4884
H 0.2995 0.7039 17.8827 1.54 -0.78 0.31 0.2148
H 0.2701 0.2978 19.4908 -0.24 0.08 1.27 0.1007
H 1.9162 0.6660 18.9147 -0.93 -0.05 -0.51 0.2530
H 0.7211 -1.7470 19.0731 -0.39 -0.57 0.71 0.1247
C 2.6068 -3.5053 21.0847 -2.42 0.84 -0.50 -0.4508
O 2.0129 -4.7643 20.8358 0.14 -0.91 -0.09 0.0575
H 3.3354 -3.2798 20.3274 0.17 0.43 -0.39 0.3487
H 1.6661 -2.8783 21.0495 1.88 0.10 0.01 -0.1384
H 3.0364 -3.4851 22.0501 0.58 0.05 1.14 0.2700
H 2.6667 -5.3501 20.4452 -0.05 -0.47 -0.10 0.1948
C 0.6707 -0.4651 22.3334 2.22 -1.71 1.56 -0.5720
O -0.1319 -1.5613 22.6650 -0.33 -1.69 -0.86 -0.6013
H 1.5566 -0.8349 21.7190 -0.93 1.02 0.72 0.1956
H 0.0944 0.2484 21.8800 -1.18 1.98 -1.80 0.2633
H 0.9678 -0.0171 23.3008 0.46 -0.18 -0.51 0.2996
H -0.0703 -2.1953 21.8841 -0.46 0.53 0.80 0.3015
C 0.5080 -6.8407 22.3653 0.58 1.06 -1.64 -0.9009
O -0.1876 -6.6236 21.1269 0.82 1.44 0.41 0.1337
H 0.3703 -5.9355 22.9100 0.36 0.62 0.57 0.2707
H 0.1342 -7.6276 22.9189 -1.32 -1.73 0.90 0.3650
H 1.5432 -7.0831 22.1678 0.37 0.32 -0.03 0.2305
H -0.6294 -7.3971 20.8277 -0.64 -1.35 -0.42 0.1369
C -3.0608 -0.4547 11.6233 0.96 -1.61 -0.20 -0.6585
O -4.0725 -1.0391 12.4221 0.74 -0.97 1.17 -0.4949
H -2.2223 -1.1735 11.4026 -1.06 0.12 -0.30 0.3256
H -3.5797 -0.1451 10.7271 0.43 0.38 -0.31 0.2728
H -2.4881 0.3117 12.1057 -0.33 1.13 0.41 0.2846
H -3.6412 -1.6289 13.1025 -0.69 0.82 -0.69 0.2922
C -6.1026 1.4850 13.6602 0.08 2.27 -0.02 -0.4986
O -5.5570 1.3882 12.3392 0.02 -1.97 0.18 -0.5114
H -5.9706 0.5465 14.1959 -0.39 0.08 0.14 0.2610
H -5.5464 2.3211 14.2364 -0.65 -1.35 -0.82 0.1763
H -7.1727 1.8736 13.5890 1.11 -0.95 0.28 0.2071
H -5.3774 0.4013 12.2002 -0.15 1.97 0.32 0.3611
C -3.6378 -8.0277 16.5108 -0.87 -0.64 0.46 -0.7306
O -2.5949 -7.1411 16.8884 0.74 -0.13 0.51 -0.1959
H -3.3789 -9.0755 16.7254 0.01 0.36 -0.06 0.2820
H -4.5507 -7.7971 17.1281 0.81 -0.13 -0.76 0.2229
H -3.8584 -7.9087 15.4520 -0.16 0.04 -0.05 0.2910
H -1.6836 -7.4810 16.5998 -0.86 0.71 0.23 0.2865
```
Forces are in eV/Å.

Computed properties:
* total charge: -1
* orbital gap: 9.807 eV
* maximum force: 3.21 eV Å⁻¹
* E_HOMO: -7.561 eV
* DFT total energy: -169223.4128 eV

***

[2]
This record from OMol25 describes a 8-piece molecular cluster, C12H44N3O8 overall in a non-equilibrium geometry. The level of theory is ωB97M-V/def2-TZVPD.

The geometry in XYZ format:
```
67
Properties=species:S:1:pos:R:3:forces:R:3:mulliken_charge:R:1
O 6.6728 -19.5399 12.1794 0.31 -0.71 0.43 -0.3829
H 6.7483 -18.7180 12.6697 -0.39 1.10 0.55 0.4599
H 7.5511 -19.7628 11.8624 1.03 -0.60 -0.31 0.4467
H 6.0554 -19.5367 11.4444 -0.83 0.27 -0.61 0.4642
C 1.5867 -21.9296 16.6541 0.50 -1.39 -0.50 -1.4100
C 1.5573 -22.7829 17.9354 0.31 0.05 -0.67 0.6370
C 1.8576 -24.2834 17.7569 -0.08 -0.01 -1.93 -0.8579
O 1.4841 -25.0900 18.8558 0.71 2.16 0.09 -0.2963
C 1.2886 -26.4230 18.6077 -0.84 -1.42 -0.11 -0.7399
N 2.5593 -22.2593 18.8383 -0.37 -0.26 1.28 -0.6904
H 2.5835 -21.8735 16.2169 0.32 -0.25 0.20 0.3336
H 1.2985 -20.8831 16.7541 -0.54 -0.27 0.34 0.3563
H 0.9973 -22.4925 15.9303 -0.41 0.59 -0.30 0.3563
H 0.5110 -22.8114 18.2396 -0.19 0.47 0.75 0.2067
H 2.8680 -24.4493 17.3833 0.74 0.07 0.83 0.3744
H 1.3384 -24.5945 16.8504 -0.91 -0.24 -0.04 0.3576
H 2.1535 -27.0474 18.3833 0.63 0.34 0.20 0.2941
H 0.6190 -26.6051 17.7672 -0.35 0.22 -0.22 0.3190
H 0.8009 -26.8143 19.5006 0.10 -0.19 -0.05 0.2568
H 2.3459 -21.3377 19.1922 -0.22 0.48 -0.40 0.2591
H 2.4137 -22.8119 19.6710 0.61 -0.33 0.52 0.2451
C 11.9301 -24.5724 16.8700 -1.09 -0.62 -0.35 -1.2983
C 10.5674 -24.5210 17.6120 0.50 0.56 0.96 0.5233
C 10.5234 -23.5756 18.8592 -1.63 -0.31 -0.69 -0.9861
O 10.8394 -22.2112 18.6348 1.60 -0.12 0.97 -0.2839
C 12.2078 -21.9092 19.0074 -0.26 0.03 -0.76 -0.6974
N 9.4906 -24.1556 16.6611 0.89 0.18 0.48 -0.7873
H 12.8333 -24.4347 17.4644 -0.28 0.18 0.06 0.3167
H 11.8512 -23.8823 16.0300 0.43 0.42 0.20 0.3358
H 12.0124 -25.5380 16.3709 0.06 -0.15 0.11 0.3059
H 10.2854 -25.4787 18.0496 0.26 -0.31 -0.17 0.3659
H 10.8863 -24.0623 19.7645 1.13 0.37 0.01 0.4181
H 9.4654 -23.5152 19.1139 -0.40 -0.16 -0.08 0.3922
H 12.3671 -20.8309 19.0103 -0.31 0.00 -0.27 0.2605
H 12.8577 -22.3692 18.2630 0.26 0.14 0.10 0.2410
H 12.5183 -22.2461 19.9965 -0.46 -0.35 0.13 0.3137
H 8.7079 -23.9537 17.2667 -0.64 -0.27 -0.08 0.2872
H 9.7746 -23.2194 16.4100 -0.07 0.45 -0.65 0.2935
C 3.9970 -17.4248 5.5690 0.84 1.56 -2.40 -1.4118
C 2.6762 -18.0131 5.9446 -0.06 0.53 0.28 0.3769
C 1.7741 -18.4414 4.7586 0.36 -1.30 1.86 -0.6415
O 1.6568 -17.4678 3.8320 -1.36 0.92 -2.81 -0.3325
C 0.7822 -17.9662 2.7481 1.03 1.61 0.03 -0.7746
N 3.1634 -19.0788 6.7999 -1.04 -1.14 0.75 -0.7136
H 4.0302 -16.5233 4.9571 -0.83 0.51 0.22 0.3533
H 4.4138 -18.0696 4.7953 0.61 -0.69 0.41 0.3508
H 4.6941 -17.2196 6.3814 -0.29 -0.54 0.10 0.3409
H 2.0859 -17.3213 6.5455 0.08 0.08 0.19 0.3481
H 0.7732 -18.7129 5.0943 -0.26 -0.10 0.71 0.3701
H 2.1390 -19.3798 4.3409 0.60 -0.31 -0.31 0.2987
H 0.6936 -17.2080 1.9700 0.73 0.27 0.07 0.2752
H -0.2747 -18.0450 3.0026 0.16 -0.83 0.81 0.3090
H 1.2763 -18.8290 2.3013 -0.49 -0.31 0.16 0.3319
H 3.5549 -19.8022 6.2138 0.26 -0.17 -0.12 0.2755
H 2.4198 -19.5301 7.3133 -0.30 -0.11 0.08 0.2448
O 8.5609 -23.8214 10.6354 -0.11 0.36 0.03 -0.6579
H 9.0311 -24.2720 11.3369 0.12 -0.13 0.23 0.3304
H 8.5229 -24.4600 9.9233 -0.04 -0.15 -0.22 0.3282
O 7.8043 -15.1311 12.5127 -0.24 -0.43 -0.08 -0.6516
H 8.5754 -15.1222 11.9456 0.21 0.11 -0.20 0.3274
H 8.0991 -14.7196 13.3251 0.02 0.17 0.26 0.3307
O 11.5116 -19.9935 12.8048 -0.39 0.06 -0.03 -0.6525
H 12.2743 -19.7888 13.3457 0.18 0.08 0.20 0.3249
H 11.8750 -20.4207 12.0292 0.12 -0.14 -0.21 0.3294
O 7.1694 -19.0274 17.1841 -0.04 0.13 -0.36 -0.6549
H 7.9905 -19.2281 17.6333 0.26 -0.04 0.14 0.3273
H 6.5064 -19.5258 17.6620 -0.22 -0.12 0.15 0.3274
```
Forces are in eV/Å.

Computed properties:
* total charge: +1
* orbital gap: 6.531 eV
* maximum force: 3.25 eV Å⁻¹
* E_HOMO: -11.082 eV
* DFT total energy: -33996.1704 eV